No. 1
C8H10MgN2S | wB97M-V/def2-TZVPD

total charge	-2
HOMO level (spin up / spin down)	1.31 / -0.16	eV
gap between HOMO and LUMO (spin up / spin down)	4.277 / 5.725	eV
maximum force	7.8	eV/A

Last column: Mulliken charge in e.
Positions of all 22 atoms, in Å:
S 0.4513 1.4510 1.9543  -0.52
Mg 0.8331 0.1288 -0.2121  0.27
N 1.6946 -2.5667 -0.0319  -0.60
N 1.8900 -0.2658 3.6675  -0.69
C 0.8463 2.2684 -1.4119  -1.13
C -1.2411 -1.8390 0.1267  -0.28
C -2.2219 0.1949 0.6064  -0.60
C 1.8457 1.3705 -1.5672  -0.99
C -1.7361 0.2635 -0.7499  -0.57
C 1.2946 0.4401 2.9578  0.49
C -1.9141 -1.0964 1.1176  -0.43
C -1.1178 -1.0208 -1.0543  -0.87
H 1.7744 0.2678 -2.0861  0.31
H -2.1873 -1.4527 2.1181  0.35
H -1.8715 1.0704 -1.4377  0.57
H 2.6450 -2.0591 0.0395  0.07
H -0.9016 -2.8708 0.2187  0.38
H -2.7838 0.9668 1.1163  0.38
H -0.7707 -1.3342 -2.0256  0.48
H -0.0378 2.1686 -1.9259  0.59
H 2.5957 0.9294 -0.7422  0.32
H 0.9131 2.9851 -0.6781  0.47

Force components x, y, z for each atom (eV/Å):
S 0.10 0.27 -0.44
Mg -1.66 -2.02 1.25
N 1.29 2.07 -0.17
N -0.14 0.24 -0.03
C -0.41 0.40 0.05
C -0.42 0.45 -0.48
C 0.19 -0.66 -1.52
C 4.83 -6.07 -0.66
C -0.17 -1.51 1.48
C 0.59 -0.55 0.70
C -0.29 0.20 -0.42
C -0.70 0.72 1.38
H -0.57 2.72 -0.01
H 0.31 0.16 -0.40
H -0.06 0.35 -0.22
H -0.86 -0.96 0.01
H 0.11 0.52 -0.01
H 0.24 0.08 0.06
H 0.17 -0.08 -0.07
H -1.82 -0.02 -1.16
H -0.78 2.08 -0.88
H 0.06 1.64 1.52


No. 2
C3H5N | wB97M-V/def2-TZVPD

structure (SMILES)	C=CN=C
HOMO level	-8.56	eV
gap between HOMO and LUMO	8.528	eV
maximum force	4.9	eV/A

Last column: Mulliken charge in e.
Positions of all 9 atoms, in Å:
N 0.7219 0.5669 -0.0818  -0.43
C -0.4823 -0.8585 1.5089  -0.55
C 0.7138 1.0161 -1.3589  -0.28
C -0.3364 -0.3272 0.2489  -0.03
H 0.5098 0.2977 -2.1043  0.29
H -0.9393 -0.5831 -0.6602  0.26
H 0.3308 -0.9323 2.2935  0.25
H -1.4671 -1.2387 1.7626  0.23
H 0.9489 2.0591 -1.6087  0.25

Force components x, y, z for each atom (eV/Å):
N -1.05 2.55 -3.09
C 0.50 0.51 -1.29
C 0.60 -1.13 4.77
C 1.45 -1.45 0.41
H -1.10 -0.38 -1.28
H -0.33 0.27 1.44
H -1.15 0.83 -1.11
H 0.31 -0.53 -0.08
H 0.76 -0.68 0.21


No. 3
C17H30F3O8S2 | wB97M-V/def2-TZVPD

total charge	-1
HOMO level	-5.99	eV
gap between HOMO and LUMO	7.734	eV
maximum force	2.7	eV/A

Last column: Mulliken charge in e.
Positions of all 60 atoms, in Å:
S -2.4480 -0.9538 2.3423  1.25
S -1.5806 4.4125 -1.1789  1.23
F -3.4601 6.2784 -1.2399  -0.24
F -4.1511 4.3149 -1.8158  -0.24
F -2.9484 5.4794 -3.1801  -0.24
O 4.1227 -1.9158 -0.9377  -0.50
O -1.3704 3.2303 -1.9930  -0.67
O -3.1086 -1.2216 3.5749  -0.68
O -2.1620 0.5918 2.1755  -0.38
O -1.9393 4.1330 0.2001  -0.69
O -0.9172 -1.4971 2.3331  -0.33
O -3.0505 -1.5343 1.1913  -0.61
O -0.5867 5.4493 -1.3384  -0.72
C 1.0426 -3.6936 -0.6752  0.16
C -1.4136 -0.1209 -2.1070  -0.99
C 1.5022 3.5472 3.7504  -0.86
C 2.9375 -2.1913 -1.6638  -0.20
C -0.3467 1.1869 0.7316  -1.59
C 0.2117 0.0424 -0.1344  0.54
C -0.4244 -2.5253 -2.4970  -0.49
C -1.6064 -1.6468 -2.0298  -0.70
C 0.9823 2.3205 3.3841  -0.15
C -0.1507 -0.3914 2.8228  -1.02
C -0.0820 0.4281 -1.5996  -1.10
C -0.4599 2.1384 2.9931  -1.25
C -0.2001 -3.7402 -1.5687  -1.17
C 2.3807 -3.6113 -1.4270  -0.86
C 3.8936 -1.7078 0.4410  -0.50
C -3.1088 5.1570 -1.8877  0.54
C -0.7040 0.8544 2.1976  2.08
H 0.4840 -1.9573 -2.6835  0.30
H -1.8915 -1.8948 -1.0078  0.17
H 2.3548 -4.1567 -2.3707  0.32
H -0.4653 -0.3142 3.8809  0.49
H -0.7168 -2.9399 -3.4652  0.45
H 0.7270 0.1486 -2.2787  0.62
H 3.2019 -2.1012 -2.7186  0.38
H -1.6061 0.2734 -3.1060  0.55
H -1.2515 1.5457 0.2436  0.36
H -0.1639 1.5136 -1.5812  0.44
H 1.0591 -4.6440 -0.1300  0.39
H 3.1242 -4.1047 -0.7952  0.44
H 2.1785 -1.4272 -1.4798  0.18
H -0.2188 -0.9299 0.1016  -0.16
H 0.9737 -2.9293 0.1014  -0.25
H 0.9213 -0.5126 2.9157  0.37
H -2.1890 0.3244 -1.4738  0.26
H 2.1995 4.0989 3.1244  0.24
H -0.1233 -4.6452 -2.1778  0.42
H -2.4835 -1.8716 -2.6403  0.53
H 4.5350 -2.3614 1.0358  0.31
H -1.1143 2.0971 3.8830  0.43
H 2.8526 -1.8772 0.7202  0.03
H 1.6260 1.4397 3.4168  0.26
H -0.8036 2.9750 2.3905  0.40
H -1.0664 -3.8721 -0.9180  0.43
H 1.2945 -0.0318 0.0021  0.02
H 1.2135 4.0022 4.6970  0.28
H 4.1346 -0.6765 0.7181  0.29
H 0.3602 2.0159 0.7315  0.45

Force components x, y, z for each atom (eV/Å):
S -0.72 -1.19 -0.87
S 0.67 -0.20 0.41
F 0.02 0.04 0.05
F -0.01 -0.06 0.02
F 0.06 0.00 -0.05
O -0.11 0.00 0.08
O -0.29 0.17 -0.09
O 0.61 0.44 0.48
O 0.25 -0.99 0.60
O -0.22 -0.01 -0.05
O -0.16 0.64 -0.09
O 0.15 0.44 -0.27
O -0.16 0.13 -0.16
C 0.02 -0.70 -0.21
C -0.11 0.15 0.42
C -0.14 -0.62 0.23
C -0.15 -0.25 -0.66
C 0.30 -1.14 0.14
C 0.10 0.39 -0.43
C -0.89 -0.55 -0.08
C 0.25 0.60 -0.14
C 0.14 0.64 0.04
C -0.77 0.24 2.42
C 0.02 -0.21 0.21
C -1.06 -0.88 2.34
C 0.42 0.28 0.01
C 0.19 0.51 0.74
C 0.09 0.22 0.18
C -0.09 0.00 0.00
C 0.33 1.57 -1.79
H 0.05 0.05 0.20
H 0.12 -0.10 0.05
H -0.18 -0.08 0.01
H 0.28 0.10 0.05
H 0.19 0.13 -0.14
H 0.09 0.00 0.07
H 0.18 0.14 0.04
H 0.10 -0.08 -0.09
H -0.08 0.27 0.27
H 0.18 -0.01 -0.56
H -0.09 0.03 0.09
H 0.12 -0.09 -0.17
H 0.02 0.01 0.21
H -0.05 0.02 0.10
H -0.04 0.22 -0.16
H 0.07 -0.46 -1.08
H -0.12 0.02 -0.13
H 1.57 -0.90 0.94
H 0.03 -0.05 0.04
H -0.05 -0.16 0.08
H -0.03 -0.11 -0.04
H -0.06 0.07 -0.08
H -0.02 -0.12 -0.01
H 0.51 0.30 -1.99
H 0.10 0.07 -0.03
H -0.12 0.00 -0.11
H 0.00 -0.06 0.18
H -1.59 1.10 -1.01
H 0.02 0.04 -0.11
H 0.04 0.01 -0.12


No. 4
C14H33NO3P | wB97M-V/def2-TZVPD

total charge	+1
HOMO level	-10.53	eV
gap between HOMO and LUMO	8.013	eV
maximum force	0.3	eV/A

Last column: Mulliken charge in e.
Positions of all 52 atoms, in Å:
P 2.0016 4.8894 3.8765  0.15
O 2.6130 4.2891 5.2907  -0.48
O 2.7277 3.4884 1.5187  -0.42
O 0.1106 3.4029 1.3837  -0.34
N -0.9867 -2.7139 -2.1838  0.45
C -2.4502 -3.0210 -1.9488  -0.54
C -1.2680 3.3607 1.0631  -0.17
C 0.8961 -1.2006 -1.2375  -0.86
C 2.1868 2.2346 1.8388  -0.50
C -0.9025 -2.3347 -3.6635  -0.40
C -0.5906 -1.5196 -1.3283  -0.83
C -3.1811 -2.0660 -2.8698  -0.58
C 1.7578 -1.9672 -0.2220  -0.43
C 0.6696 2.1350 1.5849  0.37
C -2.1493 3.0046 2.2638  -1.05
C 1.1091 -2.1400 1.1469  -1.12
C -2.3459 -2.1625 -4.1490  -0.64
C -0.1490 -3.9086 -1.8959  -1.19
C 3.2294 4.2596 2.5925  -0.50
H -0.2347 -4.1629 -0.8413  0.33
H -0.3150 -1.4228 -3.7308  0.25
H 4.0234 3.7280 3.1403  0.34
H 0.9101 -0.1448 -0.9517  0.41
H -4.2165 -2.3641 -3.0169  0.45
H -1.5874 3.1611 3.1841  0.26
H 2.0745 -2.9366 -0.6073  0.29
H 2.8353 3.3485 5.2921  0.31
H -1.0246 -1.6764 -0.3423  0.51
H -2.6111 -4.0545 -2.2552  0.42
H 0.2139 -2.7651 1.1124  0.32
H 0.4798 1.5143 0.6920  -0.34
H 2.6778 -1.3918 -0.1056  0.44
H 1.8014 -2.6179 1.8385  0.40
H 0.1844 1.6330 2.4354  0.38
H -3.0344 3.6377 2.3057  0.36
H 2.6964 1.4944 1.2130  0.24
H 0.8842 -3.6930 -2.1439  0.40
H -2.6670 -2.9261 -0.8878  0.32
H 3.6977 5.1194 2.1176  0.36
H -0.3657 -3.1220 -4.1858  0.35
H -0.5092 -4.7326 -2.5072  0.51
H 2.3913 1.9713 2.8811  0.29
H -2.6503 -3.0397 -4.7196  0.30
H 0.8274 -1.1758 1.5763  0.14
H -1.5046 4.3447 0.6653  0.35
H -2.4481 -1.2955 -4.7969  0.36
H -2.4928 1.9697 2.2427  0.28
H 1.3482 -1.2276 -2.2339  0.28
H -1.1034 -0.6745 -1.7836  0.29
H -1.4167 2.6340 0.2501  0.17
H 1.0400 3.8925 3.5637  0.03
H -3.1830 -1.0551 -2.4616  0.27

Force components x, y, z for each atom (eV/Å):
P -0.12 -0.13 -0.12
O 0.12 -0.13 -0.02
O -0.07 -0.03 -0.14
O 0.09 0.04 -0.12
N 0.07 0.03 -0.06
C 0.00 0.04 -0.02
C 0.02 -0.20 0.03
C -0.03 0.08 -0.05
C 0.11 0.01 0.18
C 0.05 0.02 0.04
C -0.04 -0.01 -0.04
C 0.02 0.00 0.00
C -0.03 0.04 0.01
C -0.25 -0.01 -0.10
C -0.05 0.00 -0.07
C 0.05 0.04 -0.01
C 0.00 -0.02 0.00
C -0.04 -0.02 0.06
C 0.09 0.05 0.18
H 0.00 0.02 0.00
H -0.02 -0.02 -0.02
H -0.04 -0.06 -0.04
H 0.05 -0.01 0.00
H 0.01 -0.01 0.00
H -0.02 0.06 0.04
H -0.03 -0.02 0.00
H -0.06 0.18 -0.03
H 0.05 -0.08 0.01
H -0.01 0.01 -0.01
H 0.00 -0.01 0.02
H -0.01 0.03 0.00
H 0.02 -0.03 -0.01
H 0.00 0.01 0.00
H 0.06 -0.05 -0.04
H 0.00 0.01 -0.02
H -0.01 -0.04 0.05
H 0.00 0.00 -0.03
H 0.00 0.00 0.00
H 0.02 0.03 0.00
H -0.03 -0.01 0.00
H 0.00 -0.01 0.02
H 0.06 0.06 0.02
H 0.00 0.01 -0.02
H -0.03 0.00 -0.01
H 0.01 0.06 0.09
H 0.00 0.01 0.02
H 0.07 -0.02 0.03
H 0.04 -0.02 0.04
H -0.05 -0.01 0.07
H -0.05 0.06 -0.04
H 0.03 0.04 0.11
H -0.03 0.00 -0.01